Record 1
4
Properties=species:S:1:pos:R:3:forces:R:3 method="wB97M-V/def2-TZVPD" gap_ev="10.08 / 7.65" total_charge=0 e_above_lowest_kcal_mol=79.2 homo_energy_ev="-11.5 / -9.4"
N 0.759867 -0.364460 0.096008 1.70 1.24 -0.71
O -1.958613 -0.535823 0.067771 4.50 3.83 0.07
S -0.382991 0.663535 0.062793 -5.57 -3.93 0.04
H 1.581737 0.236748 -0.226573 -0.63 -1.15 0.60

=====

Record 2
37
Properties=species:S:1:pos:R:3:forces:R:3 method="wB97M-V/def2-TZVPD" gap_ev=6.05 total_charge=-1 e_above_lowest_kcal_mol=0.0 homo_energy_ev=-3.5
Ag -0.689688 1.021443 0.927292 -0.40 -0.10 -0.07
I -0.461666 3.605797 2.899898 -0.04 0.15 0.15
C -0.522948 2.102408 4.389063 0.06 0.03 0.11
I -1.777184 0.418418 4.077091 -0.06 0.03 0.12
H -0.865118 2.575079 5.299155 0.03 0.00 0.02
H 0.484310 1.715444 4.461816 0.00 0.01 0.02
N 0.667254 -2.197537 1.980146 0.10 0.05 0.03
C 0.695065 -2.221239 0.639248 -0.15 0.02 0.02
N 1.211633 -3.301853 0.041117 -0.02 0.02 0.00
C 1.164938 -3.270370 -1.282220 0.01 0.00 -0.05
N 1.643244 -4.359920 -1.948033 -0.02 -0.03 0.02
N 0.678596 -2.276090 -2.035023 0.02 -0.05 0.05
C 0.206350 -1.250768 -1.329896 -0.05 0.05 -0.08
N 0.156551 -1.167383 -0.012168 0.24 0.03 -0.12
C -0.329757 -0.107566 -2.135946 0.04 -0.06 0.04
C -0.830389 -0.340585 -3.412317 0.00 -0.01 -0.01
C -1.332593 0.730542 -4.128831 0.00 -0.01 0.00
C -1.308847 1.990422 -3.551103 -0.01 0.01 0.00
C -0.786775 2.121611 -2.274825 -0.02 0.02 0.06
N -0.305806 1.098108 -1.577753 0.15 -0.07 -0.16
H 1.300613 -2.840064 2.426508 -0.02 -0.01 0.00
H 0.607845 -1.276330 2.404424 0.01 0.02 0.00
H 2.223270 -4.983747 -1.415456 0.01 0.00 -0.01
H 1.852769 -4.228261 -2.921240 0.01 0.01 0.00
H -0.813799 -1.344402 -3.810361 -0.01 0.01 -0.01
H -1.740367 0.584663 -5.121302 0.00 0.00 0.00
H -1.692267 2.857648 -4.071674 0.00 0.00 0.00
H -0.766445 3.082562 -1.774245 0.01 0.00 0.00
O 3.389724 -0.497848 2.493810 -0.08 0.12 -0.02
Cl 2.692179 0.734728 2.212910 -0.07 -0.07 -0.09
O 3.295084 1.828865 2.923453 -0.06 -0.08 -0.05
O 2.674110 0.987386 0.794703 0.00 -0.01 0.22
O 1.297033 0.589470 2.679729 0.19 -0.04 -0.17
C -2.732180 1.796768 0.604915 0.10 -0.03 -0.07
H -2.685341 2.848092 0.291848 0.01 0.00 0.00
H -3.401501 1.743874 1.468314 0.05 -0.01 0.04
H -3.197899 1.230617 -0.213053 -0.02 0.02 0.01

=====

Record 3
105
Properties=species:S:1:pos:R:3:forces:R:3 method="wB97M-V/def2-TZVPD" gap_ev=5.48 total_charge=-1 e_above_lowest_kcal_mol=5.5 homo_energy_ev=-3.9
C 1.019673 -1.480047 -0.366640 -1.16 -3.07 0.49
O 0.089367 -1.049193 -1.411022 0.55 1.13 0.10
O 1.432233 -2.710959 -0.591991 0.95 1.53 -0.14
C 2.099207 -0.386062 -0.092294 -0.45 -1.12 -0.72
F 3.099720 -0.917643 0.639058 0.08 0.47 -0.18
F 2.626151 0.136740 -1.225736 0.35 0.22 0.32
F 1.630740 0.670552 0.636725 -0.01 0.25 -0.07
C -0.996037 -0.295588 -0.945897 -0.09 -0.87 -0.30
C -1.800738 0.200583 -2.119490 -0.35 0.57 -0.44
H -1.200260 0.829001 -2.782546 -0.04 0.27 0.25
H -2.211227 -0.531767 -2.816747 0.19 -0.57 0.49
H -2.646044 0.758006 -1.697305 0.00 0.26 -0.26
H -0.691261 0.566535 -0.330851 0.01 -0.03 0.01
H -1.657193 -0.936884 -0.341288 0.09 0.15 0.28
H 0.414420 -1.533835 0.566402 -0.24 0.98 0.48
C -3.448014 -0.647216 -5.711684 0.18 -0.63 -0.05
S -1.733638 -1.264945 -6.013361 0.51 -0.80 0.58
O -1.366038 -2.143911 -4.854566 -0.89 0.72 -0.88
C -2.157467 -2.457160 -7.329882 -0.14 0.31 0.56
H -3.811699 -1.350862 -4.961249 -0.11 0.17 0.11
H -4.092768 -0.706972 -6.588692 0.19 0.04 -0.13
H -3.426572 0.372700 -5.337543 0.13 -0.04 0.12
H -2.419630 -1.925958 -8.243162 -0.18 -0.12 -0.03
H -2.958773 -3.054285 -6.895019 -0.16 -0.05 -0.34
H -1.297348 -3.104070 -7.481435 0.15 0.18 0.04
C 2.922819 0.695292 -5.572187 -0.29 0.54 -0.68
S 1.155938 0.736990 -5.153392 0.53 -0.74 -0.18
O 0.913238 -0.618794 -4.589214 -0.08 0.99 -0.16
C 1.329104 1.921051 -3.809980 0.29 0.32 1.33
H 3.467875 0.238418 -4.749594 0.00 0.16 0.10
H 3.237440 1.704127 -5.851796 0.22 0.04 0.39
H 3.049285 0.106282 -6.480215 -0.21 -0.27 0.15
H 0.421784 1.975538 -3.208190 -0.20 -0.35 -0.29
H 1.561707 2.961836 -4.048136 0.03 -0.19 -0.77
H 2.105152 1.587871 -3.117555 -0.03 -0.28 -0.11
C -4.086001 4.831828 -0.003076 -0.16 0.20 -0.31
S -3.135907 4.005413 1.292146 0.15 -1.16 -0.67
O -3.835619 2.723540 1.628527 -0.02 0.81 0.09
C -1.773885 3.467385 0.210106 0.65 0.84 0.12
H -4.296583 4.123660 -0.804393 -0.16 -0.13 0.15
H -3.551934 5.675626 -0.444334 0.28 -0.06 0.25
H -5.000589 5.234726 0.429064 -0.07 -0.26 0.06
H -1.982812 2.585875 -0.393535 -0.45 -0.03 0.24
H -0.922066 3.276725 0.862303 -0.06 -0.25 0.00
H -1.466974 4.287290 -0.444917 -0.12 0.05 0.02
C 0.269412 1.029165 5.712030 0.19 -1.15 -0.24
S 0.623296 0.336611 4.060799 -0.91 0.87 -0.58
O -0.005860 -1.015250 4.066857 0.22 0.25 0.22
C -0.549078 1.390720 3.100035 -0.41 -0.75 0.00
H 0.379754 2.103187 5.821045 0.06 0.02 -0.16
H 0.980071 0.464712 6.318678 0.01 0.35 0.30
H -0.721571 0.650834 5.961973 -0.13 0.30 -0.02
H -0.232137 2.418627 2.934553 0.33 -0.08 0.14
H -1.547982 1.369114 3.542800 0.19 0.05 0.44
H -0.710930 0.867109 2.155400 0.48 0.07 -0.13
C -7.060368 -1.263267 1.018921 0.37 -0.98 -1.45
S -5.528086 -0.375544 0.632230 0.25 -0.14 0.23
O -4.382996 -1.010036 1.374305 -1.06 0.27 -0.71
C -5.439147 -0.968438 -1.105276 -0.12 0.05 0.26
H -7.431035 -1.096264 2.021069 -0.01 0.05 -0.01
H -6.872300 -2.312763 0.765413 0.27 -0.16 0.87
H -7.750856 -1.059593 0.195497 -0.33 0.82 0.50
H -6.348403 -0.923682 -1.708588 -0.27 0.40 0.47
H -5.158496 -2.021422 -1.090891 0.56 0.15 0.05
H -4.723513 -0.283245 -1.549899 0.39 -0.47 -0.20
C 4.511694 1.437439 1.793679 -0.69 0.64 1.34
S 5.386905 0.086577 2.560307 0.48 -0.55 -0.86
O 6.809411 0.238547 2.118974 -0.23 0.02 0.67
C 5.185606 0.609410 4.275627 0.02 0.25 0.88
H 4.899623 2.395933 2.146899 0.35 -0.08 -0.16
H 3.512646 1.358757 2.231786 -0.22 0.01 -0.47
H 4.483668 1.407311 0.712540 0.12 -0.41 0.00
H 5.585655 -0.122572 4.980729 0.48 -0.20 -0.51
H 4.141699 0.642085 4.600788 -0.17 0.24 -0.63
H 5.675331 1.564364 4.475654 -0.04 0.05 -0.18
C -1.893346 -3.102981 2.144997 0.66 -0.41 -0.32
S -2.289664 -4.387189 3.357248 0.13 0.38 -0.18
O -2.335437 -5.692623 2.616992 0.15 0.38 0.40
C -0.698079 -4.302465 4.258202 -0.60 -0.74 -0.41
H -1.113239 -3.464757 1.465714 -0.06 -0.37 0.08
H -1.444015 -2.234230 2.624840 -0.53 0.16 0.19
H -2.777745 -2.898012 1.548374 -0.09 0.26 0.25
H -0.003856 -4.764020 3.554562 0.36 0.28 0.15
H -0.795358 -4.959176 5.122000 0.01 0.01 0.01
H -0.457510 -3.288410 4.573338 -0.01 -0.01 -0.25
C 2.881036 -2.754856 4.221452 0.36 -0.02 -1.42
S 3.766547 -4.157763 3.473639 -0.53 -1.03 -0.21
O 3.178049 -5.397095 4.106080 0.38 0.52 -0.02
C 3.024617 -4.086679 1.806049 -0.40 1.56 0.96
H 1.812987 -2.951869 4.168716 0.01 -0.13 0.54
H 3.053576 -1.907677 3.549468 0.17 0.12 0.17
H 3.336354 -2.579505 5.190791 -0.35 -0.05 0.18
H 3.174128 -4.980458 1.216203 0.16 -0.11 0.19
H 3.370446 -3.175775 1.314600 0.31 -0.29 -0.26
H 1.971589 -3.854650 1.977026 -0.15 -0.53 -0.22
C 4.282705 3.299776 -2.288602 0.82 0.74 0.63
S 3.676316 4.001427 -0.721396 -1.21 0.08 -0.30
O 3.963060 5.480653 -0.711706 0.07 -1.03 -0.33
C 1.884924 3.958538 -1.105513 -0.56 0.66 0.74
H 4.287466 2.215514 -2.373495 -0.51 -0.04 0.31
H 5.330538 3.591990 -2.168493 0.03 0.06 -0.60
H 3.804306 3.806313 -3.122135 0.11 -0.02 -0.09
H 1.665776 4.649488 -1.921433 0.37 -0.12 -0.21
H 1.427634 4.428892 -0.229839 0.17 0.05 0.09
H 1.325455 3.031762 -1.226994 0.73 -0.42 -0.13

=====

Record 4
40
Properties=species:S:1:pos:R:3:forces:R:3 method="wB97M-V/def2-TZVPD" gap_ev=3.47 total_charge=0 e_above_lowest_kcal_mol=130.3 homo_energy_ev=-5.4
C -4.465806 1.068306 -1.030320 -0.26 0.04 0.19
C -3.142345 1.699156 -1.369377 0.03 -0.09 0.10
O -2.146576 1.110051 -0.510627 -0.40 0.29 -0.39
C -0.900207 1.576358 -0.754786 1.20 0.34 0.23
C 0.072947 0.944108 0.167756 -2.41 -0.07 -0.04
N 1.306480 0.987947 -0.180315 2.42 0.18 -0.53
C 2.385876 0.309539 0.052935 -0.94 -0.44 0.32
C 3.691905 0.834770 -0.285728 0.46 0.12 -0.43
C 4.848430 0.019603 -0.272877 -0.41 0.57 0.08
C 6.097978 0.568631 -0.538152 -0.16 0.45 -0.08
C 6.203004 1.940384 -0.827768 -1.23 -0.56 0.29
Cl 7.741273 2.622819 -1.137219 0.59 0.26 -0.10
C 5.060220 2.756650 -0.868523 -0.03 -0.62 -0.01
C 3.805813 2.195068 -0.628243 0.67 -0.05 0.05
O -0.632179 2.390198 -1.622709 -0.51 -0.66 0.42
H -5.203914 1.377035 -1.772391 -0.05 -0.04 0.05
H -4.415522 -0.025995 -1.023392 0.07 0.17 -0.04
H -4.805655 1.413437 -0.049136 -0.02 -0.16 -0.08
H -2.875120 1.516286 -2.417217 0.07 0.16 0.25
H -3.166554 2.779503 -1.177442 0.05 -0.21 -0.26
H -0.343377 0.633537 1.128293 0.28 -0.20 -0.09
H 2.337088 -0.714116 0.465626 0.05 0.31 0.16
H 4.735523 -1.042656 -0.053765 0.14 0.24 0.01
H 6.994850 -0.044360 -0.516684 -0.15 0.11 -0.04
H 5.155887 3.814986 -1.088059 0.04 -0.15 -0.03
H 2.898623 2.794598 -0.693075 0.25 -0.12 0.10
C -0.838555 -1.685310 1.543492 1.15 0.18 -0.60
C -0.949797 -2.214656 0.266340 0.36 0.38 -0.08
C -2.058489 -2.813075 -0.324085 0.17 -0.28 -0.73
C -3.308449 -3.051990 0.235487 -0.46 0.07 0.38
C -3.728582 -2.855649 1.546903 -0.91 -0.41 -0.82
C -3.008656 -2.339918 2.618675 0.92 0.58 0.59
C -1.725749 -1.808876 2.612908 -1.16 -0.07 1.06
H 0.098391 -1.172820 1.775829 -0.21 -0.54 -0.11
H -0.059707 -2.123579 -0.368126 -0.36 0.13 0.24
H -1.936159 -3.111934 -1.371639 -0.05 0.10 0.44
H -4.064113 -3.456332 -0.447645 0.29 0.08 0.27
H -4.764617 -3.141859 1.760845 0.42 0.07 -0.09
H -3.529281 -2.329108 3.582637 0.22 0.01 -0.34
H -1.364880 -1.420737 3.571565 -0.15 -0.18 -0.34

=====

Record 5
20
Properties=species:S:1:pos:R:3:forces:R:3 method="wB97M-V/def2-TZVPD" gap_ev=8.50 total_charge=+1 e_above_lowest_kcal_mol=85.1 homo_energy_ev=-12.0
C -0.412109 -1.697338 -1.031976 1.98 -2.26 -3.78
C 0.775244 -0.941512 -0.947098 -0.80 0.50 -1.15
C -1.565087 -1.738717 -0.314756 -0.25 1.54 1.84
C -2.446967 -0.676550 1.697673 -0.08 1.95 0.27
C 2.003860 2.201685 -0.670699 -0.19 1.28 -1.01
N -1.527343 -0.556860 0.786124 -1.90 -0.98 0.64
N 0.861720 0.095784 -0.178375 0.20 1.70 1.36
N 2.128817 0.853916 -0.226781 -0.32 -4.43 1.23
O -2.572961 -2.356600 -0.354653 -0.55 -0.64 -0.05
O -3.021794 0.196102 2.564797 1.05 -1.95 -1.27
H -0.543944 -2.419846 -1.923224 0.81 1.18 1.52
H 1.602070 -0.983411 -1.683192 -0.57 -1.09 0.10
H -2.916870 -1.645746 1.774220 -0.10 -0.14 -0.06
H 1.847676 2.834261 0.206208 -0.51 0.22 -0.56
H 3.040240 2.400097 -1.062037 -1.37 0.58 -0.13
H 1.133860 2.126886 -1.457013 1.92 0.88 1.47
H -0.902111 0.174120 0.446051 -0.10 0.66 0.92
H 2.775150 0.433232 -0.888570 0.15 -0.73 -0.11
H 2.488557 0.586856 0.723040 0.12 1.34 -0.90
H -2.748010 1.113642 2.540259 0.50 0.40 -0.34

=====

Record 6
47
Properties=species:S:1:pos:R:3:forces:R:3 method="wB97M-V/def2-TZVPD" gap_ev=9.15 total_charge=0 e_above_lowest_kcal_mol=86.7 homo_energy_ev=-9.4
N -3.616844 -1.697854 -0.467125 0.03 0.88 -0.98
C -2.820870 -2.064958 0.722884 -0.86 0.65 0.38
C -0.316890 -1.674286 1.004289 0.65 0.00 0.64
C -1.357793 -2.248916 0.431491 -1.17 -0.66 0.34
H -3.035198 -1.354913 -1.226876 0.30 -0.33 0.10
H -4.208315 -0.883099 -0.327209 -0.14 -0.29 0.53
H -3.240475 -3.047179 0.978217 0.47 0.05 0.42
H -3.034072 -1.390250 1.575338 0.35 -0.31 -0.52
H 0.684845 -2.069801 0.934530 -0.05 -0.10 -0.53
H -0.307583 -0.854342 1.722075 -0.78 -0.03 -0.13
H -1.299806 -3.134597 -0.198130 0.92 0.11 -0.20
H 1.566701 -0.997967 -3.619024 -0.14 0.15 -0.40
H 0.672013 0.265066 -3.659946 0.64 -0.28 0.09
O 1.550769 -0.063226 -3.388778 -0.66 0.40 -0.30
H 1.047169 5.179626 -0.696126 0.05 -0.33 -0.36
H 1.290036 3.867264 -1.517567 -0.24 0.66 0.08
O 0.760954 4.687183 -1.483069 0.44 -0.17 0.45
H -1.793205 1.151273 0.458642 -0.44 -0.11 -0.15
H -0.695383 2.118648 0.304108 -0.77 0.23 0.10
O -1.661952 2.106812 0.515276 1.09 -0.68 0.35
H 2.279641 1.665391 0.156763 0.25 -0.56 0.22
H 1.609303 0.547614 1.053681 0.57 0.53 -0.56
O 1.474503 1.395174 0.596449 -1.24 0.42 0.28
H 3.268311 -0.473036 -2.001025 -0.76 0.80 0.01
H 3.620549 1.093085 -1.754120 -0.98 0.36 -0.70
O 3.904650 0.194512 -1.725847 1.92 -0.84 0.60
H -2.110032 3.201479 -1.718590 -0.57 -0.51 -0.24
H -0.764414 3.557265 -1.349193 0.27 -0.51 -0.82
O -1.223466 2.880612 -1.895909 0.25 1.01 0.12
H 3.057805 -1.109399 0.425063 0.31 0.46 -0.34
H 4.062748 0.079867 0.307434 -0.26 -0.59 -0.31
O 3.538316 -0.441515 0.933240 -0.07 -0.33 0.95
H -1.685604 -1.054099 3.649506 0.07 -0.47 0.03
H -2.242665 0.316065 3.619987 -0.32 -0.10 0.04
O -2.533989 -0.614260 3.562592 0.33 0.69 0.15
H 1.733725 -0.754748 3.741217 -0.52 -0.59 0.52
H 2.614328 -1.313937 2.789234 0.35 -0.76 -0.30
O 1.938767 -1.645010 3.402565 0.30 1.48 -0.25
H 1.964745 -2.573926 -1.024900 -0.36 -0.74 -0.35
H 1.017173 -1.698096 -1.982703 0.12 -0.44 0.59
O 1.666542 -1.700900 -1.259438 0.46 0.70 -0.10
H -1.378907 -2.865714 -3.446233 0.11 0.52 0.02
H -1.438750 -1.321546 -3.143259 0.59 -1.12 -0.51
O -0.881091 -2.036295 -3.543767 -0.57 0.65 0.61
H -0.674679 2.695922 3.158697 0.33 0.20 0.35
H -1.625644 2.033291 2.216833 -0.02 0.11 0.27
O -1.375982 2.047740 3.168717 -0.25 -0.23 -0.19

=====

Going through the records in order, we get E values of -14384.27794, -60430.08821, -151971.06674, -37060.84545, -13902.46777, -29672.74875 eV.